(1)
{
  "formula": "C2H14NO3",
  "method": "ωB97M-V/def2-TZVPD",
  "elements": ["C", "C", "N", "H", "H", "H", "H", "H", "H", "H", "H", "H", "H", "O", "H", "H", "O", "H", "H", "O"],
  "xyz": [[-0.507, 0.070, -2.013], [-0.822, 1.319, -1.199], [-0.367, 1.042, 0.195], [-1.031, -0.067, -2.944], [0.549, -0.043, -2.176], [-0.799, -0.917, -1.546], [-0.273, 2.051, -1.639], [-1.916, 1.530, -1.217], [-1.021, 0.358, 0.623], [-0.465, 1.958, 0.771], [0.568, 0.560, 0.330], [2.970, 0.671, 0.249], [2.239, -0.648, 0.112], [2.116, 0.271, 0.147], [-2.412, 1.002, 2.806], [-2.729, -0.261, 2.092], [-2.208, 0.504, 1.966], [1.529, -3.119, 1.747], [2.465, -3.506, 0.598], [2.115, -2.775, 1.099]],
  "forces_ev_per_a": [[-0.58, -2.13, 0.58], [-1.67, -3.44, 0.17], [-1.14, 1.33, 1.39], [-0.11, 0.81, -0.57], [0.50, 0.23, -0.24], [0.11, 1.10, 0.30], [1.40, 2.65, -0.75], [0.92, 0.07, 0.31], [0.07, 0.97, -0.05], [0.50, -2.28, -0.94], [-0.03, 1.37, -0.65], [0.64, 0.34, 0.15], [0.51, -2.44, 0.12], [-0.59, 1.50, -0.13], [0.51, -0.46, -1.31], [-1.01, -1.59, 0.00], [-0.03, 1.81, 1.76], [-0.71, -0.65, 0.86], [0.10, -0.49, -0.10], [0.62, 1.31, -0.90]],
  "total_energy_ha": -364.831479,
  "charge": 1,
  "orbital_gap_ev": 12.16,
  "homo_ev": -15.08
}

(2)
{
  "formula": "C5H8O2",
  "method": "ωB97M-V/def2-TZVPD",
  "elements": ["O", "C", "C", "O", "C", "C", "C", "H", "H", "H", "H", "H", "H", "H", "H"],
  "xyz": [[-1.208, 2.011, -0.582], [-1.432, 1.043, 0.103], [-0.383, 0.048, 0.559], [-0.778, -0.528, 1.777], [-0.086, -0.979, -0.568], [1.135, -0.118, -0.942], [1.055, 0.577, 0.437], [-2.460, 0.785, 0.435], [-1.007, -1.421, 1.508], [0.222, -1.943, -0.137], [-0.868, -1.167, -1.315], [0.884, 0.575, -1.748], [2.052, -0.660, -1.176], [1.688, 0.116, 1.202], [1.186, 1.662, 0.449]],
  "forces_ev_per_a": [[-0.09, -0.39, 0.30], [0.05, 0.28, -0.28], [0.06, 0.05, -0.23], [-0.15, -0.12, -0.03], [-0.05, -0.04, -0.12], [0.22, 0.02, -0.23], [0.12, 0.08, 0.03], [0.06, 0.06, -0.02], [-0.17, -0.22, 0.63], [-0.10, 0.28, 0.02], [0.18, 0.12, 0.09], [0.15, -0.06, 0.09], [-0.08, 0.11, -0.05], [-0.11, 0.02, -0.21], [-0.09, -0.19, 0.02]],
  "total_energy_ha": -345.753063,
  "charge": 0,
  "orbital_gap_ev": 10.51,
  "smiles": "O=CC1(O)CCC1",
  "homo_ev": -9.69
}

(3)
{
  "formula": "C6H16N2O",
  "method": "ωB97M-V/def2-TZVPD",
  "elements": ["C", "C", "N", "O", "H", "H", "H", "H", "H", "C", "C", "N", "C", "H", "H", "H", "H", "H", "H", "H", "C", "H", "H", "H", "H"],
  "xyz": [[-2.723, 0.992, 0.754], [-1.306, 0.471, 0.717], [-1.194, -0.899, 0.658], [-0.353, 1.170, 1.050], [-3.087, 0.917, 1.778], [-3.384, 0.421, 0.107], [-2.731, 2.037, 0.464], [-0.271, -1.258, 0.468], [-1.938, -1.418, 0.224], [1.619, 0.271, -1.331], [2.199, -0.483, -0.346], [2.061, -0.235, 0.971], [2.355, -1.219, 1.983], [2.004, 0.161, -2.333], [1.399, 1.302, -1.091], [2.830, -1.333, -0.593], [1.310, 0.454, 1.185], [3.117, -1.913, 1.622], [1.464, -1.794, 2.273], [2.736, -0.719, 2.877], [-1.280, 0.560, -2.230], [-2.253, 0.093, -2.115], [-1.100, 0.551, -3.304], [-1.369, 1.601, -1.934], [-0.104, 0.269, -1.853]],
  "forces_ev_per_a": [[0.16, 0.07, -0.44], [0.22, -0.43, 1.86], [0.01, 0.37, -0.39], [-0.64, -0.01, -0.70], [0.07, -0.04, 0.05], [-0.08, 0.00, -0.03], [-0.01, 0.06, -0.04], [0.09, 0.06, 0.02], [-0.03, 0.07, -0.06], [2.20, 0.09, 0.56], [-0.44, 0.41, -0.93], [-0.51, 0.60, 0.45], [-0.05, 0.06, 0.18], [-0.12, -0.36, -0.19], [-0.60, -0.02, 0.19], [-0.18, -0.16, -0.03], [0.68, -0.60, -0.07], [-0.05, 0.06, 0.03], [0.11, -0.04, 0.00], [0.01, -0.14, -0.05], [3.00, 0.44, -0.51], [0.40, -0.73, 0.71], [-0.17, 0.25, -0.32], [-0.14, 0.25, -0.02], [-3.93, -0.25, -0.25]],
  "total_energy_ha": -422.901920,
  "charge": 0,
  "orbital_gap_ev": 8.34,
  "smiles": "CC(N)=O.C=CNC.C",
  "homo_ev": -7.43
}

(4)
{
  "formula": "C4H8O",
  "method": "ωB97M-V/def2-TZVPD",
  "elements": ["C", "C", "C", "C", "O", "H", "H", "H", "H", "H", "H", "H", "H"],
  "xyz": [[-0.445, 0.532, 0.532], [-2.578, 0.649, -0.102], [1.754, -0.943, -0.733], [1.261, -0.217, 0.474], [-0.433, 1.390, 1.344], [1.768, 0.737, 0.607], [-2.988, 0.232, 0.798], [-2.670, 0.028, -0.975], [-2.639, 1.706, -0.244], [2.846, -0.937, -0.689], [1.462, -0.433, -1.648], [1.415, -1.972, -0.767], [1.247, -0.772, 1.401]],
  "forces_ev_per_a": [[-0.29, 0.46, 0.34], [3.15, -1.45, 0.05], [0.01, -0.10, 0.01], [-2.55, 1.29, -0.40], [0.16, -0.12, 0.01], [-0.08, -0.08, 0.13], [-0.13, 0.03, 0.26], [-0.29, -0.01, -0.23], [0.10, 0.43, 0.03], [0.00, -0.15, -0.12], [-0.02, 0.00, -0.11], [-0.06, -0.13, -0.11], [0.01, -0.17, 0.13]],
  "total_energy_ha": -232.306588,
  "charge": 0,
  "orbital_gap_ev": [8.13, 8.13],
  "homo_ev": [-7.87, -7.87]
}

(5)
{
  "formula": "C12H6ClF3NO8PdS",
  "method": "ωB97M-V/def2-TZVPD",
  "elements": ["Pd", "F", "C", "F", "F", "S", "O", "O", "O", "O", "C", "N", "C", "O", "C", "C", "C", "C", "C", "C", "H", "H", "H", "H", "O", "C", "Cl", "C", "C", "O", "O", "H", "H"],
  "xyz": [[-0.279, -0.307, 0.391], [-4.639, 1.947, 0.961], [-3.728, 1.051, 0.650], [-3.755, 0.821, -0.662], [-4.006, -0.099, 1.275], [-2.036, 1.670, 1.165], [-2.246, 2.941, 1.747], [-1.487, 0.580, 2.015], [-1.224, 1.630, -0.087], [-0.565, -2.392, 1.791], [-1.541, -2.647, 1.131], [-1.798, -1.866, -0.042], [-2.864, -2.371, -0.600], [-3.399, -1.976, -1.683], [-3.457, -3.515, 0.168], [-4.580, -4.281, -0.028], [-4.828, -5.256, 0.942], [-3.985, -5.426, 2.033], [-2.853, -4.631, 2.212], [-2.603, -3.669, 1.258], [-5.242, -4.144, -0.871], [-5.698, -5.890, 0.841], [-4.216, -6.190, 2.763], [-2.202, -4.754, 3.067], [2.216, 1.752, 0.332], [1.545, 1.014, 0.836], [2.514, -2.461, -3.609], [2.381, -3.188, -2.018], [1.200, -2.485, -1.299], [0.173, -3.232, -1.397], [1.317, -1.397, -0.760], [3.250, -2.937, -1.408], [2.249, -4.261, -2.102]],
  "forces_ev_per_a": [[0.29, 0.08, 0.72], [-0.03, -0.06, -0.03], [-0.03, 0.06, 0.03], [0.02, -0.01, -0.01], [0.00, 0.00, 0.01], [0.10, 0.00, -0.23], [0.08, -0.05, 0.10], [-0.08, 0.07, -0.18], [-0.14, -0.07, -0.07], [-0.04, -0.15, -0.02], [0.00, 0.11, -0.17], [0.22, -0.13, 0.26], [-0.47, 0.22, -0.54], [0.19, -0.11, 0.38], [0.18, 0.15, 0.03], [0.03, -0.07, 0.08], [0.01, 0.00, 0.00], [-0.04, -0.02, -0.02], [0.07, 0.08, -0.03], [-0.11, -0.11, 0.04], [0.00, 0.00, -0.02], [-0.01, 0.01, 0.00], [0.00, 0.00, 0.00], [0.00, 0.00, 0.00], [0.20, 0.03, 0.36], [-0.36, -0.02, -0.54], [0.03, 0.00, 0.01], [0.06, 0.19, 0.06], [-0.15, -0.38, -0.16], [0.07, 0.15, 0.10], [-0.07, 0.10, -0.14], [0.02, -0.06, -0.05], [-0.04, 0.00, 0.01]],
  "total_energy_ha": -2403.018392,
  "charge": 1,
  "orbital_gap_ev": [8.98, 6.08],
  "homo_ev": [-13.74, -13.71],
  "spin_multiplicity": 5
}

(6)
{
  "formula": "C5H8F2N2",
  "method": "ωB97M-V/def2-TZVPD",
  "elements": ["C", "C", "N", "C", "N", "H", "H", "H", "H", "F", "C", "C", "F", "H", "H", "H", "H"],
  "xyz": [[1.066, -0.849, 1.506], [-0.244, -1.035, 1.889], [-0.877, -1.513, 0.769], [0.051, -1.597, -0.227], [1.243, -1.201, 0.189], [1.893, -0.480, 2.112], [-0.769, -0.875, 2.831], [-1.867, -1.762, 0.694], [-0.195, -1.952, -1.228], [0.329, 2.278, -2.560], [0.581, 1.428, -1.493], [-0.595, 1.380, -0.564], [-1.656, 0.704, -1.147], [0.814, 0.423, -1.894], [1.476, 1.792, -0.955], [-0.317, 0.860, 0.374], [-0.934, 2.399, -0.295]],
  "forces_ev_per_a": [[-0.16, -0.01, 0.35], [0.32, 0.07, 0.16], [-0.41, -0.34, -0.23], [0.31, -0.04, 0.25], [-0.76, -0.24, -0.04], [-0.35, -0.16, -0.25], [0.28, -0.08, -0.44], [0.78, 0.25, 0.00], [0.09, 0.17, 0.42], [-0.03, 0.09, -0.04], [0.55, -0.44, 0.05], [0.23, 0.42, 0.75], [-0.21, -0.02, -0.11], [-0.18, 0.55, 0.17], [-0.42, -0.10, -0.19], [-0.12, 0.29, -0.55], [0.09, -0.41, -0.29]],
  "total_energy_ha": -504.551159,
  "charge": 0,
  "orbital_gap_ev": 10.02,
  "smiles": "c1c[nH]cn1.FCCF",
  "homo_ev": -9.22
}